Entry from the Open Molecules 2025 dataset: C30H26CoN10O6S2Se as an isolated structure (ωB97M-V/def2-TZVPD).

Structure (XYZ):
```
76
Properties=species:S:1:pos:R:3:forces:R:3:lowdin_spin:R:1
Co 0.204 1.094 -0.076 -0.7 -0.4 0.0 1.0505
C -1.897 5.846 -1.776 0.0 0.3 0.0 0.0029
C -2.525 5.431 -0.613 -0.1 0.2 -0.1 -0.0001
C -2.407 4.124 -0.182 0.2 -0.2 0.0 0.0021
C -1.648 3.204 -0.912 -0.2 0.2 -0.2 0.0039
C -1.028 3.635 -2.090 -0.1 0.0 0.1 0.0036
C -1.148 4.940 -2.510 0.0 0.1 -0.1 0.0002
N -1.484 1.883 -0.537 0.0 0.0 0.2 0.0310
C -2.539 1.077 -0.302 0.4 -0.1 -0.3 0.0395
C -3.898 1.409 -0.365 -0.3 0.0 0.0 0.0141
C -4.862 0.434 -0.175 0.0 0.0 0.0 0.0709
C -4.500 -0.889 0.048 -0.4 -0.2 0.0 0.0055
C -3.168 -1.258 0.056 0.4 0.2 -0.1 0.0670
C -2.175 -0.291 -0.125 -1.0 -0.1 0.1 -0.0086
N -0.834 -0.548 -0.209 1.1 -0.7 0.2 0.3292
N -0.570 -1.822 -0.475 -1.4 -0.2 -0.6 0.1657
C 0.516 -2.523 -0.207 0.4 0.2 0.2 0.0445
C 0.590 -3.812 -0.816 0.1 -0.2 0.0 0.0378
C 1.702 -4.584 -0.628 -0.1 0.1 -0.1 0.0147
C 2.749 -4.091 0.159 0.3 -0.1 0.2 0.0673
C 2.559 -2.874 0.795 0.4 -0.5 -0.1 0.0012
N 1.488 -2.125 0.650 -0.3 0.2 0.0 0.0821
H -1.973 6.877 -2.095 0.0 0.0 0.0 0.0002
H -3.121 6.135 -0.044 0.0 0.0 0.1 -0.0001
H -2.882 3.798 0.733 0.0 0.0 0.1 -0.0001
H -0.445 2.919 -2.653 0.0 0.0 0.0 0.0008
H -0.663 5.256 -3.423 0.1 0.1 -0.1 0.0000
H -4.199 2.423 -0.588 0.0 0.0 0.0 -0.0009
H -5.910 0.711 -0.220 0.0 0.0 0.0 0.0049
H -5.266 -1.641 0.190 0.0 0.0 0.0 -0.0019
H -2.873 -2.289 0.180 0.0 0.0 0.0 0.0057
H -0.247 -4.138 -1.415 -0.1 0.0 0.0 0.0022
H 1.767 -5.571 -1.075 0.0 0.1 -0.1 -0.0007
H 3.660 -4.655 0.289 0.1 0.0 0.1 0.0053
H 3.314 -2.476 1.468 0.1 -0.1 0.0 -0.0007
N 6.169 6.098 1.932 0.0 0.0 -0.1 0.0018
C 5.773 4.780 2.217 0.0 -0.1 0.1 0.0032
C 6.473 3.702 1.683 -0.1 -0.1 0.0 0.0030
C 6.036 2.413 1.918 0.1 0.0 -0.1 0.0034
C 4.937 2.208 2.728 -0.3 -0.8 0.0 0.0057
C 4.282 3.262 3.333 -0.1 0.1 0.2 0.0028
C 4.700 4.551 3.075 0.1 0.0 0.0 -0.0006
S 4.263 0.573 2.930 1.3 -0.4 1.9 0.0200
O 5.236 -0.412 2.468 -0.2 0.5 -0.3 0.0037
O 3.942 0.418 4.337 -0.2 0.5 -0.7 0.0023
N 2.887 0.464 2.077 0.0 0.3 -0.1 0.1801
C 2.980 0.356 0.793 1.8 -0.4 0.7 0.0395
S 4.532 -0.012 -0.003 -0.1 -0.3 -1.5 0.0850
C 3.718 -0.027 -1.524 1.2 0.0 1.1 0.2116
C 2.397 0.188 -1.356 -1.3 0.1 0.7 0.0422
N 1.971 0.368 -0.074 -0.5 0.0 -1.8 0.2010
H 6.577 6.168 1.009 -0.1 0.1 0.1 0.0001
H 5.378 6.722 2.009 0.1 0.1 -0.1 0.0001
H 7.317 3.883 1.031 0.1 0.0 -0.1 0.0000
H 6.513 1.561 1.459 0.1 0.0 -0.1 0.0012
H 3.432 3.062 3.965 -0.1 0.1 0.0 0.0000
H 4.160 5.396 3.481 -0.1 0.0 0.0 -0.0001
H 4.256 -0.188 -2.436 0.0 0.0 -0.2 0.0101
H 1.662 0.222 -2.151 0.0 0.0 0.1 0.0036
O 2.278 4.985 0.205 0.0 0.7 -0.3 0.0071
Se 2.206 3.427 0.592 -1.2 1.6 -1.0 -0.0005
O 1.763 3.243 2.115 -0.3 -0.5 1.4 0.0108
O 1.003 2.736 -0.380 0.4 0.7 0.0 0.0130
O 3.604 2.724 0.230 1.2 -1.0 -0.4 0.0447
N 1.513 -0.900 4.492 0.1 -0.4 0.2 0.0021
C 0.737 0.100 3.964 -1.1 0.4 -0.1 0.0010
C 0.364 0.024 2.606 -0.4 0.1 0.4 0.0064
N -0.308 0.991 2.021 0.3 0.0 0.5 0.0475
C -0.711 2.014 2.785 -0.1 -0.1 0.4 0.0050
C -0.452 2.011 4.140 -0.3 0.2 -0.4 0.0016
N 0.282 1.077 4.739 0.5 -0.5 0.1 0.0000
H 2.017 -1.367 3.749 0.1 -0.1 0.1 0.0007
H 2.169 -0.559 5.183 -0.1 0.0 -0.1 0.0000
H 0.645 -0.840 2.012 0.1 0.2 0.0 0.0005
H -1.262 2.808 2.307 0.1 0.1 -0.1 0.0004
H -0.840 2.789 4.785 0.0 0.1 -0.1 0.0004
```
Positions in Å, forces in eV/Å.

Output
* HOMO energy (spin up / spin down): -0.87 / -1.51 eV
* energy above the lowest of the compared OMol25 structures with the same formula, charge and spin: 3.445 eV
* total charge: -2
* multiplicity: 4
* ⟨S²⟩: 3.80
* LUMO energy (spin up / spin down): 4.15 / 2.18 eV
* orbital gap (spin up / spin down): 5.0136 / 3.6869 eV



Entry from the Open Molecules 2025 dataset: C30H26N7O3RuS as an isolated structure (ωB97M-V/def2-TZVPD).

Structure (XYZ):
```
68
Properties=species:S:1:pos:R:3:forces:R:3:nbo_charge:R:1
Ru -14.602 4.972 -9.948 -0.3 -0.2 2.5 1.4365
C -13.476 3.348 -12.234 0.2 -2.4 -0.3 -0.2834
N -14.587 4.303 -11.980 1.3 0.2 -0.2 -0.6088
C -15.876 3.902 -12.539 -0.4 1.1 -0.7 -0.3001
C -16.415 4.964 -13.447 0.5 0.8 0.6 0.5045
N -15.769 6.129 -13.667 -1.5 0.4 -1.4 -0.4699
C -16.639 6.809 -14.499 0.1 -1.0 0.8 0.2475
C -16.547 8.070 -15.133 0.1 0.6 -1.6 -0.1297
C -17.534 8.449 -16.030 0.5 1.0 0.7 -0.2023
C -18.695 7.669 -16.276 0.5 0.6 -0.2 0.0256
C -18.824 6.447 -15.634 -0.8 -3.2 1.7 -0.1839
C -17.846 6.050 -14.756 0.9 -0.1 0.4 0.1345
N -17.618 4.883 -13.980 -1.6 -1.1 -0.8 -0.5171
C -12.630 3.165 -11.003 -0.1 -0.5 -1.4 0.4378
N -13.017 3.602 -9.826 0.4 1.8 0.8 -0.5108
C -11.933 3.295 -8.908 0.1 -0.5 -0.4 0.0674
C -11.876 3.414 -7.508 1.5 -1.8 -1.9 -0.1217
C -10.844 2.638 -6.895 -2.6 1.4 0.0 -0.1888
C -9.953 1.925 -7.662 2.7 -1.0 0.3 -0.1678
C -10.016 1.736 -9.047 -1.9 2.8 1.2 -0.1974
C -10.982 2.546 -9.666 -1.1 -1.0 1.3 0.1070
N -11.499 2.460 -10.972 1.4 0.6 -0.2 -0.4932
H -12.845 3.650 -13.085 -0.3 0.1 0.2 0.2611
H -13.867 2.282 -12.493 0.4 1.9 0.3 0.2630
H -14.322 5.164 -12.469 -0.1 0.2 -0.1 0.4512
H -16.568 3.865 -11.735 -0.9 -0.6 0.6 0.2695
H -15.896 2.976 -13.087 0.4 -0.7 0.0 0.2640
H -15.632 8.646 -15.105 -0.1 0.2 0.4 0.2672
H -17.437 9.450 -16.483 -0.1 -0.8 0.0 0.2757
H -19.468 7.986 -16.966 0.1 0.1 0.0 0.2708
H -19.667 5.709 -15.713 0.6 1.2 -0.5 0.2706
H -18.225 4.042 -13.880 0.5 1.1 -0.3 0.4622
H -12.633 3.994 -7.072 -0.6 0.3 1.2 0.2320
H -10.944 2.459 -5.819 0.8 0.6 -0.3 0.2510
H -9.022 1.551 -7.128 -1.6 -0.2 -0.6 0.2586
H -9.458 1.019 -9.543 1.3 -1.0 -0.9 0.2472
H -10.814 2.254 -11.722 -1.3 0.0 0.2 0.4631
N -17.856 4.012 -9.891 2.1 1.9 -0.1 -0.8177
C -17.685 5.361 -10.216 0.2 0.2 0.2 0.3109
N -16.539 6.016 -10.072 0.4 -0.7 -1.1 -0.5898
C -16.616 7.381 -10.506 -0.5 -0.6 1.5 0.0770
C -15.596 8.346 -10.381 -0.7 -0.4 -0.7 -0.1848
C -15.973 9.641 -10.749 -0.8 0.8 1.0 -0.1852
C -17.327 10.041 -10.864 0.6 -2.2 -0.7 -0.1697
C -18.293 9.039 -10.965 -1.2 0.5 -0.2 -0.1913
C -17.957 7.710 -10.793 1.3 0.7 -0.7 -0.2368
S -19.008 6.327 -10.941 1.2 -0.7 1.2 0.4289
H -17.238 3.714 -9.111 -0.6 0.2 -0.5 0.4405
H -18.805 3.835 -9.736 -1.5 -0.8 0.4 0.4184
H -14.599 8.084 -9.980 -0.6 0.3 -0.5 0.2421
H -15.296 10.472 -10.800 0.7 -0.1 0.3 0.2463
H -17.598 11.067 -10.960 0.0 0.5 -0.1 0.2538
H -19.347 9.255 -11.189 0.5 0.3 0.3 0.2436
O -13.535 4.380 -5.029 -1.2 -0.4 0.1 -0.6821
C -14.598 5.227 -4.810 1.0 1.9 -2.2 0.3446
C -14.820 5.772 -3.554 -0.3 -1.5 1.4 -0.2729
C -15.655 6.849 -3.374 -1.0 0.2 -1.0 -0.1324
C -16.239 7.510 -4.484 0.4 -1.2 0.2 -0.2155
C -16.066 6.934 -5.748 0.7 0.9 -0.7 -0.1432
C -15.180 5.851 -5.967 -0.5 -0.2 1.6 -0.2615
C -14.910 5.482 -7.386 1.1 -0.1 -1.3 0.8263
O -15.466 4.434 -7.975 1.6 2.2 0.3 -0.6593
O -14.095 6.241 -8.107 -2.5 -2.9 0.2 -0.6270
H -13.583 3.766 -4.293 0.6 -0.5 0.2 0.4966
H -14.464 5.225 -2.626 -0.1 0.8 -1.3 0.2452
H -15.978 7.076 -2.370 0.3 0.5 0.1 0.2450
H -16.826 8.400 -4.300 -0.1 -0.1 -0.3 0.2457
H -16.471 7.400 -6.676 0.1 -0.2 1.0 0.2107
```
Positions in Å, forces in eV/Å.

Output
* HOMO energy (spin up / spin down): -15.10 / -15.08 eV
* total charge: +3
* multiplicity: 5
* ⟨S²⟩: 6.03
* LUMO energy (spin up / spin down): -9.17 / -12.22 eV
* orbital gap (spin up / spin down): 5.9283 / 2.8641 eV



Entry from the Open Molecules 2025 dataset: C30H27CrN5O2S2 as an isolated structure (ωB97M-V/def2-TZVPD).

Structure (XYZ):
```
67
Properties=species:S:1:pos:R:3:forces:R:3:nbo_charge:R:1
Cr -2.046 0.730 1.152 2.3 -0.3 1.1 1.0676
C -1.832 -4.242 3.086 -0.1 0.1 0.0 -0.7520
S -3.192 -3.175 3.608 0.1 -0.1 0.1 0.3898
C -2.840 -1.685 2.809 0.1 0.3 -0.3 -0.0714
S -1.527 -1.537 1.691 -0.2 0.1 -0.1 -0.0840
N -3.661 -0.716 3.143 -0.3 -0.4 0.3 -0.3709
N -3.428 0.449 2.516 -0.5 0.1 0.5 -0.2318
C -4.027 1.509 2.947 0.1 -0.3 0.0 0.0782
C -3.709 2.742 2.248 0.1 0.3 -0.2 0.1728
C -4.184 3.996 2.598 -0.1 -0.2 0.1 -0.2034
C -3.795 5.092 1.848 0.1 0.1 -0.1 -0.1170
C -2.955 4.913 0.757 -0.1 0.1 0.1 -0.2349
C -2.501 3.638 0.477 0.1 -0.1 0.0 0.0971
N -2.858 2.584 1.210 -0.2 0.6 -0.1 -0.4685
H -1.924 -5.141 3.691 0.0 0.0 0.0 0.2459
H -1.919 -4.493 2.033 0.0 0.0 0.0 0.2353
H -0.883 -3.753 3.291 0.0 -0.1 0.0 0.2407
H -4.700 1.454 3.793 0.0 0.0 0.0 0.2345
H -4.838 4.097 3.453 0.0 0.0 0.0 0.2437
H -4.137 6.083 2.114 0.0 0.0 0.0 0.2421
H -2.647 5.746 0.142 0.0 0.0 0.0 0.2455
H -1.817 3.443 -0.339 0.0 0.0 0.0 0.2217
C 4.976 -3.972 -1.119 0.0 0.0 0.0 -0.6375
C 4.294 -2.713 -1.585 0.0 0.0 0.0 -0.0046
C 4.331 -2.369 -2.929 0.0 0.0 -0.1 -0.2217
C 3.683 -1.233 -3.389 0.0 0.0 0.0 -0.1975
C 3.041 -0.405 -2.491 0.1 0.1 0.1 -0.2356
C 3.015 -0.720 -1.131 0.2 0.0 -0.2 0.1256
N 2.318 0.176 -0.292 -0.4 -0.1 0.2 -0.5988
C 2.643 0.619 0.962 0.0 0.2 -0.1 0.2478
C 3.972 0.564 1.413 0.1 0.0 0.0 -0.2736
C 4.318 1.033 2.659 0.0 0.0 0.0 -0.1366
C 3.362 1.566 3.524 -0.1 0.1 0.1 -0.2698
C 2.056 1.632 3.107 0.0 0.0 0.0 -0.1211
C 1.674 1.186 1.833 0.0 -0.1 -0.1 -0.2268
C 0.251 1.239 1.518 0.2 0.0 0.0 0.7884
O -0.631 1.367 2.432 -0.2 0.0 -0.1 -0.6425
O -0.216 1.097 0.321 -0.3 -0.1 0.1 -0.7077
C 3.596 -1.909 -0.671 -0.2 0.0 0.1 0.0251
C 3.395 -2.393 0.742 0.0 0.0 0.0 -0.6582
H 5.625 -4.370 -1.897 0.0 0.0 0.0 0.2240
H 4.246 -4.747 -0.867 0.0 0.0 0.0 0.2204
H 5.578 -3.791 -0.227 0.0 0.0 0.0 0.2206
H 4.861 -3.004 -3.630 0.0 0.0 0.0 0.2150
H 3.698 -0.983 -4.443 0.0 0.0 0.0 0.2166
H 2.570 0.514 -2.823 0.0 0.0 0.0 0.2053
H 1.437 0.504 -0.644 -0.2 0.0 0.0 0.4217
H 4.725 0.167 0.745 0.0 0.0 0.0 0.2306
H 5.356 0.997 2.968 0.0 0.0 0.0 0.2231
H 3.644 1.921 4.506 0.0 0.0 0.0 0.2253
H 1.284 2.034 3.750 0.0 0.0 0.0 0.2314
H 2.525 -1.925 1.199 0.0 0.0 0.0 0.2222
H 4.255 -2.194 1.386 0.0 0.0 0.0 0.2260
H 3.232 -3.471 0.744 0.0 0.0 0.0 0.2233
N -2.861 0.299 -0.538 -0.5 -0.1 -1.2 -0.4241
C -2.896 0.237 -1.682 -0.3 -0.2 0.0 0.5320
C -2.921 0.172 -3.100 0.2 0.0 -0.4 -0.1642
C -1.808 0.661 -3.795 0.0 0.0 0.1 -0.1574
C -1.803 0.612 -5.175 0.0 0.0 -0.1 -0.2037
C -2.892 0.082 -5.858 0.0 0.0 0.1 -0.1448
C -3.993 -0.402 -5.162 0.0 0.0 -0.1 -0.2018
C -4.015 -0.362 -3.782 -0.1 0.0 0.2 -0.1549
H -0.965 1.065 -3.250 0.0 0.0 0.0 0.2323
H -0.951 0.991 -5.723 0.0 0.0 0.0 0.2363
H -2.880 0.045 -6.939 0.0 0.0 0.0 0.2348
H -4.837 -0.810 -5.701 0.0 0.0 0.0 0.2379
H -4.868 -0.739 -3.232 0.0 0.0 0.0 0.2364
```
Positions in Å, forces in eV/Å.

Output
* HOMO energy (spin up / spin down): -9.74 / -9.75 eV
* total charge: +1
* multiplicity: 4
* ⟨S²⟩: 3.79
* LUMO energy (spin up / spin down): -3.73 / -4.05 eV
* orbital gap (spin up / spin down): 6.0162 / 5.6927 eV



Among the records above, which one has the lowest ⟨S²⟩?
C30H27CrN5O2S2